A | {"formula": "C4H11NP", "method": "ωB97M-V with the def2-TZVPD basis set", "symbols": ["C", "C", "C", "C", "N", "P", "H", "H", "H", "H", "H", "H", "H", "H", "H", "H", "H"], "positions_angstrom": [[0.17369, -1.00589, -0.20554], [1.11221, -1.24501, 1.00815], [0.67692, 1.29508, 1.03908], [-1.13121, 0.66292, -1.44305], [0.04751, 0.39654, -0.61208], [0.60952, -0.03476, 2.36123], [0.70855, -1.53845, -0.90933], [-0.76097, -1.64714, -0.01729], [1.06220, -2.35757, 1.38708], [2.12041, -1.22227, 0.80752], [1.65983, 1.55064, 0.66219], [0.03799, 2.10745, 1.08835], [-2.03548, 0.56534, -0.86440], [-0.96206, 1.67993, -1.81099], [-1.24512, 0.00349, -2.29755], [0.90706, 0.55923, -1.21693], [-0.72935, -0.28816, 2.20590]], "lowdin_charge": [-0.2671, -0.3883, -0.1208, -0.0318, -0.1209, 0.9701, 0.0946, 0.1630, 0.1350, 0.0390, 0.0662, 0.0295, 0.0991, 0.1067, 0.1065, 0.1813, -0.0621], "spin_multiplicity": 1, "e_homo_ev": -14.37, "total_charge": 1, "orbital_gap_ev": 10.2}



B | {"formula": "C4H11NP", "method": "ωB97M-V with the def2-TZVPD basis set", "symbols": ["C", "C", "C", "C", "N", "P", "H", "H", "H", "H", "H", "H", "H", "H", "H", "H", "H"], "positions_angstrom": [[0.08318, -0.06263, -0.10788], [-1.67352, 1.41973, 0.33907], [-0.54576, 0.15677, 2.13059], [1.81859, -1.30166, -2.00503], [-0.71938, 0.48107, 0.73160], [1.62582, -0.79866, -0.28838], [-0.22641, 0.94832, -1.77775], [-2.69648, 1.13832, 0.73697], [-1.84142, 1.17807, -0.77188], [-1.31991, 2.49496, 0.49154], [0.02325, -0.75125, 2.07244], [-1.57093, 0.13882, 2.49694], [0.03302, 0.96772, 2.57368], [2.70692, -1.91399, -1.84521], [1.96101, -0.41988, -2.65728], [0.91717, -1.57367, -2.50667], [1.42484, -2.10204, 0.38726]], "lowdin_charge": [-0.2947, -0.0787, 0.0210, -0.3377, -0.3050, 0.8898, 0.2776, 0.1282, 0.0794, 0.1439, 0.0783, 0.1142, 0.1240, 0.0449, 0.0542, 0.0376, 0.0230], "spin_multiplicity": 1, "e_homo_ev": [-13.78, -13.78], "total_charge": 1, "orbital_gap_ev": [8.4, 8.4]}



Energies in eV, measured from the most stable structure: A 0.000; B 3.199.